Entry 1:
Density functional theory data (the ωB97M-V functional and the def2-TZVPD basis) for a molecular structure, C20H45AlN2P3S2 in a non-equilibrium geometry.

Frontier orbital gap: 5.8626 eV
Total charge: +3
Maximum force: 5.699 eV/A
E_tot: -80556.4834 eV

XYZ file:
```
73
Properties=species:S:1:pos:R:3:forces:R:3:mulliken_charge:R:1
H 4.177465 4.684988 -5.673157 0.021 -0.046 0.249 0.42
C 4.450610 3.158691 -4.170248 -0.469 -0.035 0.139 -0.74
C 2.005916 -1.713945 -3.263889 0.428 -0.132 0.562 -1.43
C -2.822872 1.607678 4.808353 -0.069 0.243 0.600 -0.95
C 1.778695 -3.743491 0.424720 -0.437 0.272 -0.637 -1.32
Al 0.675569 0.037754 -0.229304 -4.090 -3.381 2.078 0.39
H -1.551266 -2.152612 5.544944 0.061 0.092 -0.242 0.36
H 2.883434 -1.328425 -2.737232 0.113 -0.263 -0.247 0.32
H -0.367101 0.716606 -3.374972 -0.102 -0.368 -0.133 0.26
H 0.203358 -0.490899 -4.558953 -0.454 0.072 0.215 0.54
C -3.090145 -0.584862 -1.269731 0.357 0.201 -0.299 -1.11
H -2.914032 0.454537 -1.586879 -0.153 -0.251 0.024 0.36
H 2.158274 -3.097007 3.182227 -0.231 0.190 -0.289 0.61
H 3.527158 -0.740009 1.912096 0.165 -0.169 -0.165 0.42
H 4.363847 1.578839 -2.715564 0.236 0.161 0.028 0.39
H -4.382322 -0.421183 1.044599 0.514 -0.033 -0.070 0.56
H -2.949564 3.822484 0.825062 0.578 -0.130 -0.160 0.27
N -1.448321 -0.794023 3.941113 1.625 0.691 -0.667 0.20
H -1.501410 -2.906758 -2.543010 0.475 0.067 -0.009 0.38
H -2.782253 -1.241106 -2.089719 -0.149 0.117 0.147 0.25
H 0.837787 3.963115 -3.086835 0.217 0.170 -0.024 0.37
H -2.007936 -3.318136 -0.196611 -0.051 0.155 0.145 0.29
C -3.368688 -0.163686 1.388946 0.379 0.572 0.718 -1.14
C 3.441205 -1.616103 1.256989 -0.245 0.169 -0.242 -1.46
H -2.943276 -1.096105 5.395147 -0.089 -0.034 0.021 0.37
C -0.406748 -2.989092 -2.641820 -0.294 -0.237 0.614 -1.41
P 1.668042 -2.022544 1.068074 1.303 -0.516 0.778 0.95
C -0.981226 0.433644 3.578202 -1.603 -0.268 0.160 0.32
C 2.544890 2.704225 -2.695192 1.096 0.984 -2.120 0.77
N -1.485872 1.508240 4.207675 0.763 -0.306 -1.299 -0.10
H 1.324553 -1.534088 3.441229 0.052 -0.353 -0.166 0.41
H 5.464078 2.921376 -4.502101 -0.369 -0.138 0.310 0.40
H -2.620243 4.524875 -0.860986 0.344 -0.790 0.613 0.26
H -3.120232 2.667548 4.789885 0.198 -0.464 0.056 0.37
H -2.768021 1.266468 5.846362 -0.359 0.212 -0.208 0.35
C 3.839274 2.428454 -3.137962 0.252 -1.206 0.762 -0.24
H -3.256191 -0.529027 2.418024 0.010 0.056 -0.412 0.26
H -1.047990 -1.568967 3.412572 -0.218 0.547 0.231 -0.08
H 1.909805 5.289273 -4.915197 0.085 -0.521 0.550 0.39
C 3.748138 4.168681 -4.817769 -0.215 0.028 0.172 -0.31
H -4.167030 -0.709612 -1.080557 0.460 -0.094 -0.065 0.50
C -2.195103 4.130560 0.090937 0.391 1.756 -0.295 -0.49
S 1.614785 1.761594 -1.274917 1.427 -0.435 0.763 0.16
H -3.469243 -2.970782 0.754421 0.297 0.556 -0.198 0.46
H 2.048912 -2.804443 -3.382589 0.432 0.326 0.048 0.46
P 0.460970 -1.379444 -2.337538 -0.502 -0.037 -1.664 1.20
P -2.089437 -0.873817 0.257223 -1.759 -0.667 -0.723 0.44
C -0.920757 4.474355 0.376492 -0.041 -1.141 -0.146 -0.49
H -3.575666 1.034045 4.252211 0.376 0.043 0.089 0.31
H -1.383472 -0.729693 -3.738000 0.275 0.393 -0.134 0.37
H -0.411570 4.276514 1.337748 -0.574 0.121 -0.462 0.22
C 2.461069 4.492272 -4.393497 0.205 -0.486 0.280 -0.76
H -1.882611 -2.952219 1.526523 -0.061 -0.043 -0.119 0.23
S 0.197708 0.712456 2.299680 0.838 0.636 0.217 -0.33
C 1.342024 -2.447215 2.829861 -0.638 0.529 0.223 -1.38
H -3.279370 0.931073 1.416549 -0.061 -0.195 -0.052 0.32
H 2.270917 -3.742758 -0.556460 -0.132 -0.168 0.190 0.40
C -1.861430 -1.135465 5.301008 -0.554 -0.327 0.566 -1.17
H 3.929643 -2.486063 1.714626 0.064 0.335 -0.153 0.49
C 1.877412 3.756339 -3.344613 -1.653 -0.291 0.562 -0.29
H -1.037437 2.380896 3.934195 -0.208 -0.279 0.140 0.28
H 2.227758 0.331177 -0.847691 1.178 2.695 -1.657 0.08
H -1.438716 -0.483652 6.062445 0.226 0.134 -0.246 0.43
H -0.178628 -3.302197 -3.675556 -0.039 0.299 0.369 0.52
C -0.356340 -0.355412 -3.625179 -0.456 0.343 0.214 -1.40
H 1.929108 -1.247616 -4.251761 0.207 -0.173 0.326 0.45
C -2.413740 -2.686666 0.603445 0.652 0.019 0.015 -1.11
H 0.774100 -4.185799 0.342418 0.356 0.067 -0.020 0.32
H 0.395838 -2.995009 2.953231 0.269 0.079 -0.089 0.34
H 3.873182 -1.405508 0.270710 0.170 -0.043 0.287 0.39
H -0.236096 4.855242 -0.401826 -0.635 0.088 0.404 0.24
H 2.375483 -4.339133 1.132934 -0.168 0.299 -0.235 0.52
H -0.068650 -3.789426 -1.965564 -0.012 0.302 -0.219 0.33
```
Forces are in eV/Å.

=====

Entry 2:
Density functional theory data (the ωB97M-V functional and the def2-TZVPD basis) for C5H11N in the gas phase in a non-equilibrium geometry.

SMILES string: C/C=C(\C)NC
Frontier orbital gap: 8.5722 eV
Maximum force: 2.205 eV/A
E_tot: -6851.9800 eV

XYZ file:
```
17
Properties=species:S:1:pos:R:3:forces:R:3:nbo_charge:R:1
C -1.493834 1.050494 0.377265 1.779 -0.186 -0.069 -0.66
N 0.172262 0.763099 -1.390849 0.140 -0.433 -0.493 -0.60
H -2.148610 0.433551 0.975705 -0.804 0.377 -0.420 0.23
H 0.208555 -1.472337 2.553532 0.142 0.100 -0.158 0.20
H -0.921323 1.656699 1.091805 -0.162 -0.131 0.226 0.21
H 1.710229 0.673802 -2.804124 0.171 -0.375 -0.147 0.21
H 1.400693 -0.850531 -1.764294 -0.136 -0.440 -0.845 0.22
H -0.390532 -2.541236 1.314761 0.069 -0.166 0.011 0.21
H -1.820668 1.822491 -0.309749 -1.162 -0.505 -0.272 0.21
C 0.280938 -0.685615 0.516365 -0.552 -0.291 0.485 -0.34
C -0.382552 0.196839 -0.250862 0.604 1.353 1.111 0.20
H 2.184105 0.459361 -1.059456 0.494 0.228 -0.572 0.17
C 1.456308 0.223157 -1.853013 -0.482 1.000 1.906 -0.42
H -1.375709 -1.251113 1.895032 -0.101 0.297 -0.259 0.20
H 0.113323 1.771070 -1.420848 -0.070 -0.061 -0.131 0.37
H 1.360099 -0.756867 0.515908 0.036 -0.491 -0.844 0.20
C -0.353284 -1.492864 1.612821 0.034 -0.273 0.470 -0.63
```
Forces are in eV/Å.

=====

Entry 3:
Density functional theory data (the ωB97M-V functional and the def2-TZVPD basis) for a molecular structure, C10H15IrN5O2S in a non-equilibrium geometry.

Frontier orbital gap (alpha / beta): 5.7922 / 6.4144 eV
Total charge: +1
Maximum force: 7.075 eV/A
E_tot: -35821.3588 eV
2S+1: 5

XYZ file:
```
34
Properties=species:S:1:pos:R:3:forces:R:3:lowdin_spin:R:1
C -2.790562 1.910909 -0.170059 -1.255 -0.706 0.071 0.05
C -0.310162 2.255509 -0.420059 -6.321 1.178 -2.951 0.38
N 1.418138 -4.004191 1.109941 -0.072 1.204 -0.132 0.00
H 2.307238 -4.481191 0.973441 -0.232 -0.316 0.242 0.00
H 0.938438 -4.242191 1.978141 0.306 -0.415 -0.093 0.00
S 3.062538 0.137609 0.289941 -1.642 -0.133 -0.287 0.37
C 2.981738 1.808309 -0.168459 -0.902 1.512 0.337 0.09
C -3.836662 1.050009 0.157141 0.413 0.952 -0.381 0.06
C -1.493762 1.419509 -0.093059 1.101 2.304 -0.640 0.12
H -1.944062 -1.661591 0.896741 -0.225 0.164 -0.003 0.00
N 1.938738 2.598209 -0.151759 1.262 0.494 -0.018 0.05
H -1.265762 3.082109 -2.174159 0.091 -0.036 0.230 0.00
C -0.403162 3.268709 -1.529759 0.024 -0.092 0.283 0.06
N 0.745538 2.046309 0.289941 5.202 0.503 1.318 0.37
C 0.498038 -4.025291 -0.091259 0.099 -0.631 0.104 0.00
O 0.757938 -1.765891 0.289941 0.273 -1.131 -0.077 0.09
H 4.879638 1.631409 -0.119959 0.556 0.594 -0.348 0.00
H 4.310438 3.227209 -0.163559 0.435 0.404 -0.325 0.00
H -4.343662 -0.951191 0.805841 0.190 0.030 -0.056 0.00
H -0.370662 -4.629591 0.180141 0.090 0.147 -0.372 0.00
H 1.607138 -2.968791 1.174041 0.045 -0.262 0.055 0.00
H -2.987762 2.937209 -0.452959 0.115 -0.097 0.018 0.00
H -4.864662 1.397109 0.117841 0.150 -0.012 0.031 0.00
N -1.196762 0.150009 0.289941 -2.537 1.398 -0.425 0.16
Ir 0.757938 0.203309 0.289941 2.301 -4.774 1.414 1.64
H 0.492738 3.242509 -2.155059 -0.055 0.098 0.195 0.01
H -0.500062 4.265109 -1.087059 0.133 0.106 -0.199 0.02
H 0.757938 0.203309 2.014241 0.009 -0.033 0.859 0.33
C 0.107738 -2.573591 -0.453959 -2.277 -1.484 -2.290 0.02
C -2.226862 -0.656691 0.597741 -0.247 -0.686 0.465 0.03
N 4.210038 2.286109 -0.507359 0.084 0.088 0.468 0.04
H 1.057338 -4.488091 -0.908259 -0.352 0.075 0.015 0.00
C -3.552862 -0.257691 0.544541 0.870 -0.503 0.131 0.08
O -0.741862 -2.414491 -1.352759 2.369 0.059 2.361 0.01
```
Forces are in eV/Å.

=====

Entry 4:
Density functional theory data (the ωB97M-V functional and the def2-TZVPD basis) for a gas-phase ion, C7H7N2O3 (charge +1) in a non-equilibrium geometry.

Frontier orbital gap (alpha / beta): 5.8636 / 8.2185 eV
Total charge: +1
Maximum force: 4.290 eV/A
E_tot: -16481.6890 eV

XYZ file:
```
19
Properties=species:S:1:pos:R:3:forces:R:3:nbo_charge:R:1
H 0.108054 -1.071766 2.082170 0.434 1.351 -1.296 0.31
H 0.239569 -1.848640 -4.325579 -0.102 0.386 0.771 0.24
C -0.100012 -1.955758 -3.276054 -0.090 -0.100 -1.138 -0.27
H 0.773558 -2.133579 -2.617911 -0.861 0.552 -0.130 0.22
C 0.506658 1.076927 2.103580 0.550 0.073 1.492 -0.13
C -0.549631 1.837624 1.388013 -0.558 3.157 2.586 0.59
C 0.653962 -0.249846 1.458263 0.570 -2.117 0.118 -0.51
H 1.666738 -0.681583 1.375898 -0.271 0.463 -0.252 0.29
H 2.043058 1.194604 3.411280 2.424 -1.300 1.355 0.22
C -1.183469 -0.317170 -1.813988 0.857 -0.735 -1.386 0.66
O -1.036682 2.889290 1.684254 0.221 -0.886 -0.075 -0.39
C -0.074606 0.026128 0.167081 -0.566 0.520 1.001 0.67
C 1.140948 1.583938 3.162271 -2.876 0.439 -1.509 -0.19
O -0.942893 -0.746873 -3.020348 0.762 -0.635 0.167 -0.44
N -0.702147 1.141147 0.245709 -1.764 -1.574 -3.580 -0.26
N -2.194712 0.372720 -1.539082 0.063 1.255 1.424 -0.06
H -0.791315 -2.790129 -3.317886 0.006 -0.171 0.486 0.22
O -0.215522 -0.685556 -0.896768 0.816 -1.388 0.092 -0.42
H 0.658445 2.358523 3.729095 0.385 0.710 -0.126 0.25
```
Forces are in eV/Å.